78
Properties=species:S:1:pos:R:3:lowdin_spin:R:1 method="wB97M-V/def2-TZVPD" mol_weight_da=537.8 total_energy_ha=-3334.44093 homo_lumo_gap_ev="8.126 / 8.416" charge=+1 multiplicity=2 relative_energy_kcal_mol=0.0 e_homo_ev="-11.18 / -11.20"
Ti -0.9636 -0.7896 0.2185 0.96
S -3.1000 -1.0864 -0.9964 0.00
S -4.7682 -2.2690 1.1724 0.01
Si 0.2823 -3.2016 0.4030 0.01
Si -2.0239 2.3525 0.3580 0.00
O 2.0470 0.2322 -0.2018 0.01
O 1.8429 2.2933 -3.1601 0.00
N -2.4496 -1.1805 1.5928 0.00
C -0.1602 -2.4545 -1.2767 0.02
C 2.8688 -0.5970 -1.0513 0.00
C -2.6890 -2.1607 5.2023 0.00
C -3.3679 1.8864 1.5820 0.00
C -0.5358 1.1956 0.4914 -0.03
C -3.9302 -2.8461 5.1370 0.00
C -2.7105 2.3898 -1.3784 0.00
C -4.6417 -2.9269 3.9196 0.00
C 1.6251 3.7016 -3.0087 0.00
C 1.9336 -4.1080 0.2533 0.00
C 0.5294 -1.7308 1.6185 0.01
C -2.1830 -1.5110 4.0653 0.00
C 2.7142 1.1329 0.7499 0.00
C -1.3803 4.0795 0.7612 0.00
C 1.6406 0.5848 -4.8179 0.00
C -0.9445 -4.5234 0.9273 0.00
C 3.3658 0.4887 1.9546 0.00
C 4.0432 0.1619 -1.6470 0.00
C -2.8929 -1.5974 2.8648 0.00
C 2.7003 4.4740 -3.7593 0.00
C -3.3783 -1.4505 0.6205 0.02
C 0.8954 1.5940 -3.9800 0.00
C -4.1093 -2.2763 2.8059 0.00
H -0.7074 -4.8900 1.9339 0.00
H -2.9497 1.4854 2.5139 0.00
H 4.5773 -0.4639 -2.3937 0.00
H 0.1309 1.4495 -0.3672 0.00
H 0.4218 -0.5852 1.3207 0.00
H 4.7783 0.4268 -0.8818 0.00
H 1.7611 -5.1548 -0.0392 0.00
H 2.2203 -0.9681 -1.8641 0.00
H 1.6918 3.9346 -1.9331 0.00
H -1.2566 -0.9399 4.0998 0.00
H -5.5729 -3.4628 3.8102 0.00
H -4.3523 -3.3118 6.0286 0.00
H -0.0621 -1.7780 2.5427 0.01
H 2.5447 4.3500 -4.8320 0.00
H -0.8710 4.1032 1.7317 0.00
H -0.6627 4.4180 -0.0001 0.00
H 2.5836 -3.6512 -0.5082 0.00
H 3.4417 1.7303 0.1894 0.00
H 0.7589 -2.6383 -1.8591 0.00
H 0.3396 2.2932 -4.6358 0.00
H 3.8664 1.2588 2.5512 0.00
H 3.1970 -1.4832 -0.4774 0.00
H -0.8500 -5.3744 0.2319 0.00
H -2.1513 -2.1325 6.1524 0.00
H 2.3410 1.1250 -5.4672 0.00
H 4.1366 -0.2347 1.6785 0.00
H 0.9286 0.0715 -5.4736 0.00
H 3.7004 4.1299 -3.4762 0.00
H 3.6593 1.0746 -2.1206 0.00
H -2.2078 4.7966 0.8064 0.00
H 0.0282 1.3885 1.4152 0.00
H 0.6300 4.0182 -3.3727 0.00
H 2.4665 -4.1065 1.2148 0.00
H -1.9922 -4.2005 0.9254 0.00
H 1.9369 1.8336 1.1024 0.00
H -3.1662 3.3742 -1.5493 0.00
H -4.0876 1.1575 1.1885 0.00
H -0.3469 -1.3250 -1.4720 0.01
H -3.9266 2.8016 1.8385 0.00
H 2.1953 -0.1357 -4.1965 0.00
H -1.9251 2.2309 -2.1237 0.00
H -3.4808 1.6241 -1.5329 0.00
H 1.6028 -1.7500 1.8529 0.00
H -1.0046 -2.9788 -1.7335 0.00
H 2.5810 5.5482 -3.5174 0.00
H 0.1502 1.0655 -3.3452 0.00
H 2.6438 0.0180 2.6227 0.00